# 1
83
Properties=species:S:1:pos:R:3:forces:R:3 method="wB97M-V/def2-TZVPD" lumo_ev=-0.551
C 4.9649 -0.0326 1.9055 -0.444 -0.276 -0.510
C 4.7795 -0.5315 0.3948 0.839 -0.084 1.276
C 6.1652 -0.3208 -0.3311 0.057 -0.787 -0.438
C 6.0819 -0.1620 -1.8971 -0.247 -0.302 0.341
C 5.1812 1.0279 -2.4071 1.318 0.018 -0.520
C 5.4879 2.4327 -1.7551 -1.233 -0.112 -0.479
C 4.1694 3.3237 -1.9488 1.102 0.334 1.469
C 3.2138 3.0454 -0.6966 0.448 -0.173 -0.609
C 1.6834 2.9264 -1.0931 0.530 0.515 0.873
C 0.9222 1.7828 -0.3641 -1.174 -1.207 0.424
C 1.4469 1.0740 0.8228 -1.381 -0.333 -0.719
C 0.7522 -0.0232 1.4891 -0.623 1.262 -1.849
C -0.5436 -0.4762 0.9822 1.064 1.727 -0.750
C -1.0881 0.2320 -0.1596 1.291 0.996 0.078
C -0.3869 1.3556 -0.8418 0.584 -1.316 2.127
C -1.2822 1.8636 -2.0085 0.631 -1.695 2.114
O -1.1795 2.8140 -2.7276 0.005 -0.592 0.063
N -2.3663 0.9095 -2.0042 -0.410 -0.814 -1.390
C -2.4249 -0.0167 -0.9255 2.691 0.672 1.278
O -3.2682 -0.8184 -0.6329 0.081 0.452 -0.835
H 5.4337 -0.8446 2.5316 -0.264 0.932 -0.692
H 3.9888 0.2133 2.3971 0.761 -0.164 -0.408
H 5.6126 0.8797 1.8954 -0.570 -0.737 0.275
H 3.9070 -0.0488 -0.1097 0.836 -0.235 0.375
H 4.5668 -1.6327 0.4730 0.025 0.980 -0.416
H 6.7743 0.5064 0.1361 -0.841 -0.645 -0.520
H 6.7678 -1.2600 -0.1424 -0.487 1.000 -0.143
H 5.6510 -1.1195 -2.3126 0.441 0.891 0.339
H 7.1384 -0.1019 -2.2801 -1.020 0.167 0.205
H 5.4003 1.1407 -3.5116 -0.435 -0.168 1.033
H 4.0975 0.7523 -2.3326 0.861 0.359 0.204
H 5.6887 2.3131 -0.6600 -0.186 0.226 -0.849
H 6.3772 2.9549 -2.2002 -0.748 -0.745 0.229
H 4.5222 4.3929 -1.9037 -0.674 -0.891 -0.306
H 3.6685 3.1308 -2.9295 0.474 0.089 0.800
H 3.6177 2.1036 -0.2248 -0.721 0.841 -0.529
H 3.3946 3.8564 0.0640 -0.355 -0.790 -0.714
H 1.2049 3.9054 -0.7919 0.231 -1.036 -0.464
H 1.6102 2.8702 -2.2143 -0.226 -0.243 1.181
H 2.4320 1.3926 1.2284 -0.948 -0.314 -0.355
H 1.2480 -0.4855 2.3787 -0.673 0.364 -0.962
H -1.0620 -1.3221 1.4811 0.259 0.790 -0.600
H -2.4997 0.4454 -2.9089 -0.674 0.723 0.288
C 2.6964 -3.7451 2.2769 0.112 -0.114 -0.001
C 2.1795 -4.4630 1.0358 -0.047 0.130 -0.009
C 0.6876 -4.2417 0.7846 -0.026 -0.077 -0.099
C -0.2460 -4.7636 1.8796 0.064 0.070 0.115
C -0.1152 -6.2545 2.1927 -0.171 0.041 -0.036
C -0.4614 -7.1508 1.0095 0.108 -0.109 0.079
H 2.2135 -4.1103 3.1857 0.009 0.046 -0.010
H 3.7711 -3.9073 2.3872 -0.032 0.062 0.056
H 2.5243 -2.6679 2.2032 -0.014 -0.019 0.020
H 2.3999 -5.5320 1.1117 -0.030 0.016 -0.016
H 2.7343 -4.0967 0.1663 -0.026 -0.057 -0.002
H 0.4208 -4.7036 -0.1712 -0.017 0.022 0.031
H 0.5053 -3.1687 0.6596 0.043 -0.027 -0.023
H -1.2791 -4.5529 1.5817 0.024 -0.026 0.006
H -0.0794 -4.1960 2.8016 0.000 0.002 -0.033
H -0.7931 -6.4935 3.0187 0.087 0.026 -0.002
H 0.8939 -6.4850 2.5464 -0.006 0.041 0.005
H -1.4819 -6.9661 0.6663 0.039 0.015 -0.034
H -0.3888 -8.2015 1.2990 -0.030 0.021 -0.079
H 0.2190 -6.9924 0.1701 -0.053 -0.007 0.001
C -8.5335 3.0896 1.5902 0.095 0.055 0.118
C -7.7003 3.9702 0.6667 -0.119 -0.005 -0.053
C -7.7454 3.5275 -0.7958 0.079 0.069 -0.077
C -7.1829 2.1312 -1.0729 -0.061 -0.070 0.122
C -5.7335 1.9133 -0.6369 -0.022 -0.063 -0.208
C -4.7438 2.8173 -1.3626 -0.098 0.168 0.263
H -8.1658 2.0617 1.6084 -0.045 0.015 -0.007
H -8.4945 3.4715 2.6129 -0.053 -0.064 -0.017
H -9.5801 3.0761 1.2758 0.032 -0.046 -0.001
H -6.6668 4.0026 1.0245 -0.008 -0.002 -0.047
H -8.0784 4.9954 0.7292 0.065 -0.014 -0.011
H -7.2078 4.2634 -1.4022 -0.012 -0.036 0.003
H -8.7844 3.5557 -1.1428 0.022 0.013 0.032
H -7.2636 1.9336 -2.1475 0.025 0.002 0.028
H -7.8125 1.3811 -0.5833 -0.002 0.035 -0.025
H -5.4654 0.8715 -0.8413 -0.021 0.043 0.084
H -5.6333 2.0503 0.4439 -0.041 -0.010 -0.004
H -4.7972 2.6655 -2.4430 0.045 0.039 0.018
H -3.7294 2.5933 -1.0417 -0.077 0.156 -0.045
H -4.9317 3.8728 -1.1515 -0.032 -0.019 -0.054


# 2
87
Properties=species:S:1:pos:R:3:forces:R:3 method="wB97M-V/def2-TZVPD" relative_energy_kcal_mol=11.5 total_charge=+1 s_squared=8.77 multiplicity=6 lumo_ev="-2.305 / -3.567"
O 1.5467 2.2159 -0.4368 0.446 0.474 -0.452
O 3.0825 0.5509 -1.9487 -0.659 0.220 0.290
C 1.1150 3.3700 -1.3351 0.543 -0.496 0.782
C 0.3152 4.2900 -0.4635 -0.206 0.449 -0.108
H 0.5475 2.8930 -2.1344 0.025 -0.007 0.171
H 2.0324 3.8219 -1.7271 -0.322 -0.184 -0.035
H -0.5008 3.7573 0.0322 0.108 0.071 -0.103
H -0.1163 5.0582 -1.1123 -0.005 -0.006 0.150
H 0.9244 4.8031 0.2942 -0.131 -0.190 -0.257
C 2.6445 2.5126 0.5968 -0.550 0.119 -0.697
C 3.8182 3.2613 0.0136 0.184 0.067 0.150
H 2.8948 1.5326 0.9999 -0.115 0.041 -0.061
H 2.0846 3.1004 1.3236 0.191 -0.189 0.056
H 4.3596 2.6774 -0.7326 -0.223 0.056 -0.058
H 4.5375 3.4699 0.8207 -0.329 -0.077 -0.095
H 3.5157 4.2323 -0.3958 0.168 -0.223 0.101
C 3.6667 -0.6189 -1.3716 -0.180 -0.091 0.007
C 3.1305 0.6888 -3.3700 0.172 0.019 0.065
C 5.0125 -0.3028 -0.7604 0.346 -0.267 0.064
H 3.7160 -1.4242 -2.1255 0.031 0.260 0.253
H 2.9768 -0.9369 -0.5732 0.108 -0.087 -0.247
H 5.7333 0.0272 -1.5168 -0.134 -0.060 0.208
H 5.4081 -1.2064 -0.2759 -0.028 0.262 -0.080
H 4.9197 0.4798 0.0035 0.033 -0.179 -0.158
C 4.5086 1.1259 -3.8278 0.006 -0.214 -0.446
H 2.3909 1.4597 -3.6160 0.041 -0.172 0.029
H 2.8155 -0.2548 -3.8399 0.057 0.202 0.045
H 4.8490 1.9969 -3.2642 -0.052 -0.030 -0.032
H 4.4648 1.3944 -4.8924 0.115 -0.081 0.248
H 5.2408 0.3190 -3.7066 -0.117 0.196 -0.076
H 1.6690 1.3859 -0.9938 0.704 0.538 0.329
Ru -1.1315 -0.5577 0.5053 -1.163 -1.071 -0.275
C -0.2907 0.1429 -1.1817 -0.697 0.091 -1.653
Si -1.1063 -0.9004 -2.5390 0.752 0.177 -0.887
H -0.6166 1.1877 -1.2610 0.349 -0.063 -0.085
H 0.7860 -0.0145 -1.1177 0.025 -0.145 -0.204
C -1.0790 0.1694 -4.1063 -0.155 -0.121 0.132
C -2.8688 -1.4637 -2.2715 -0.320 -0.010 0.124
C -0.0414 -2.4076 -2.8917 0.002 -0.137 0.026
C -0.9718 1.0817 1.6505 0.241 1.538 1.285
Si -0.0721 0.4422 3.1707 -0.272 0.969 0.124
H -1.9675 1.5265 1.8868 0.601 -0.314 -0.050
H -0.3748 1.8244 1.0729 -0.351 -0.384 0.465
C 0.8583 1.9113 3.8929 0.027 -0.038 0.339
C 1.1822 -0.8707 2.7366 0.356 -0.272 -0.220
C -1.2617 -0.2237 4.4442 -0.214 0.018 -0.007
H 1.0217 -2.1768 -2.7320 -0.154 -0.111 -0.066
H -0.1678 -2.7240 -3.9388 0.034 0.082 0.290
H -0.3138 -3.2504 -2.2429 0.139 0.163 -0.181
H -1.6208 1.1110 -3.9256 0.130 -0.194 -0.198
H -1.5657 -0.3719 -4.9348 0.180 0.303 0.180
H -0.0410 0.4033 -4.3930 -0.311 -0.037 0.036
H -3.4965 -0.7087 -1.7813 0.022 -0.126 -0.088
H -2.9285 -2.3916 -1.6862 0.046 0.240 -0.051
H -3.3097 -1.6687 -3.2607 0.121 0.067 0.256
H 2.1997 -0.4567 2.7528 -0.102 -0.140 0.050
H 1.0044 -1.3293 1.7472 0.276 0.091 0.579
H 1.1099 -1.6655 3.4955 0.168 0.087 -0.339
H -0.7090 -0.6398 5.2971 -0.143 0.068 -0.150
H -1.8960 -1.0171 4.0225 0.112 0.150 0.133
H -1.9117 0.5831 4.8142 0.108 -0.254 -0.060
H 1.1284 1.6768 4.9327 0.099 0.245 -0.185
H 0.2301 2.8141 3.8863 0.171 -0.230 0.071
H 1.7799 2.1204 3.3346 -0.130 -0.021 0.177
S -4.6767 -3.0489 2.2113 0.702 0.972 -0.436
C -5.2955 -1.4169 1.9324 -0.141 0.270 -0.064
C -6.5847 -0.9440 2.1760 0.198 0.657 -0.246
C -6.8788 0.3973 1.8479 0.183 -0.708 0.172
C -5.8995 1.2232 1.2815 0.307 -0.005 -0.092
C -4.6082 0.7434 1.0305 -0.212 -0.091 0.126
C -4.3112 -0.5767 1.3670 0.002 -0.786 0.268
N -3.0866 -1.2375 1.1642 -1.311 -0.513 -0.124
C -3.1331 -2.5234 1.5370 -0.483 0.998 0.002
C -1.9486 -3.2974 1.3131 0.531 -1.512 -0.078
C -1.8053 -4.6735 1.6422 0.048 0.877 -0.353
C -0.6094 -5.3186 1.3493 -0.469 -0.322 0.296
C 0.4278 -4.6397 0.7149 0.439 0.900 -0.573
C 0.2881 -3.2821 0.3737 -0.169 -1.060 0.304
C -0.8855 -2.6087 0.6944 0.305 -0.104 0.933
H -7.3252 -1.6115 2.6025 -0.052 0.206 -0.033
H -7.8810 0.7913 2.0343 0.374 -0.170 -0.072
H -6.1479 2.2592 1.0276 0.099 -0.444 0.104
H -3.8194 1.3519 0.5824 -0.382 -0.037 0.105
H -2.6389 -5.1793 2.1189 0.153 -0.191 -0.040
H -0.4824 -6.3720 1.6130 -0.065 0.381 -0.093
H 1.3622 -5.1503 0.4755 -0.279 0.032 0.128
H 1.0782 -2.7222 -0.1319 0.050 -0.394 0.157


The following DFT total energy values (in eV) correspond, in order, to the records above: -36484.753; -65648.071.